1.
DFT (wB97M-V/def2-TZVPD) results for a molecular structure, C24H33BCl5IN7O3PPrS2.

CARTESIAN COORDINATES (ANGSTROEM)
Pr1 -0.1790 0.0773 0.6614
C1 -3.9815 0.2508 -1.5934
N1 -3.8439 1.3342 -0.6643
C2 -4.8197 1.8267 0.1632
C3 -4.2780 2.8810 0.8186
N2 -2.9847 3.0427 0.4109
B1 -2.1894 4.3540 0.6649
N3 -0.7246 4.1128 1.1415
C4 0.2288 5.0724 0.9523
C5 1.2804 4.8163 1.7667
N4 0.9721 3.6760 2.4651
C6 1.7356 3.0818 3.5227
C7 -0.2518 3.2544 2.0473
S1 -1.0324 1.8713 2.6727
C8 -2.7267 2.0834 -0.4823
S2 -1.2625 1.8006 -1.3225
H1 -4.7525 -0.4337 -1.2420
H2 -3.0218 -0.2664 -1.6735
H3 -4.2573 0.6311 -2.5805
H4 -5.7903 1.3804 0.2251
H5 -4.7106 3.5402 1.5394
H6 -2.7446 4.9336 1.5432
H7 -2.1259 4.9485 -0.3633
H8 0.0791 5.8687 0.2538
H9 2.1986 5.3450 1.9191
H10 2.6790 2.6726 3.1522
H11 1.1190 2.2854 3.9431
H12 1.9458 3.8264 4.2922
Cl1 1.4580 -2.9345 3.3333
C9 -0.2517 -2.6984 3.2706
C10 -0.7545 -1.7968 2.3247
C11 -2.1574 -1.7447 2.3623
Cl2 -2.9183 -0.6504 1.2457
C12 -2.9845 -2.4889 3.1934
Cl3 -4.6965 -2.3630 3.0904
C13 -2.4032 -3.3479 4.1244
Cl4 -3.3825 -4.2740 5.1884
C14 -1.0137 -3.4441 4.1699
Cl5 -0.2794 -4.4728 5.3438
N5 1.7332 0.8358 -0.8000
C15 2.3568 0.8557 -1.7781
N6 3.0794 0.8895 -2.8422
C16 4.4672 0.4456 -2.8502
C17 4.5692 -0.8616 -3.6494
O1 4.0183 -0.7179 -4.9350
C18 2.6649 -0.3353 -4.8959
C19 2.4996 1.0077 -4.1729
H13 4.8272 0.2975 -1.8316
H14 5.0647 1.2249 -3.3337
H15 4.0611 -1.6673 -3.0948
H16 5.6139 -1.1343 -3.8021
H17 2.0584 -1.1068 -4.3918
H18 2.3489 -0.2513 -5.9353
H19 1.4513 1.2955 -4.1023
H20 3.0505 1.7844 -4.7118
N7 2.9579 -0.2999 3.8482
C20 2.6815 -0.2797 2.5439
O2 1.7411 0.3606 2.0808
C21 3.6431 -1.0206 1.6396
I1 2.5176 -2.1996 0.2318
H21 2.2937 0.1168 4.4874
H22 3.6607 -0.9017 4.2452
H23 4.3168 -1.6880 2.1696
H24 4.2056 -0.2984 1.0447
C22 0.1390 -3.9552 -1.9395
P1 -1.1968 -2.7376 -1.6839
C23 -1.8687 -2.2619 -3.3168
C24 -2.4895 -3.5941 -0.7277
O3 -0.6750 -1.5302 -0.9582
H25 -0.2204 -4.8551 -2.4274
H26 0.5567 -4.2144 -0.9674
H27 0.9338 -3.5053 -2.5308
H28 -1.7207 -3.0475 -4.0498
H29 -1.3601 -1.3544 -3.6374
H30 -2.9327 -2.0566 -3.2360
H31 -2.8632 -4.4549 -1.2722
H32 -3.3132 -2.9162 -0.5165
H33 -2.0512 -3.9168 0.2162

Results
Maximum force   1.4 eV/Å
Frontier orbital gap (spin up / spin down)   7.18 / 7.18 eV
Spin multiplicity   3
Energy relative to the best compared isomer or geometry (same formula, charge and spin)   0.450 eV
Charge   +1
⟨S²⟩   2.003

Results of the Löwdin charge analysis, in e, for atoms 1 through 4: Pr 0.29; C -0.07; N -0.17; C -0.05

=====

2.
DFT (wB97M-V/def2-TZVPD) results for a molecular structure, C24H33BCuN8O2.

CARTESIAN COORDINATES (ANGSTROEM)
Cu1 -9.0790 -8.2600 12.9291
C1 -7.8835 -3.9005 11.1045
C2 -8.8778 -4.8079 11.8546
C3 -10.3202 -4.2063 12.0235
C4 -8.5438 -5.3149 13.2699
C5 -8.2549 -4.4051 14.3746
C6 -8.2863 -5.2111 15.4934
N1 -8.4935 -6.5131 15.1060
N2 -8.6632 -6.5557 13.7677
B1 -8.5327 -7.9375 15.7446
N3 -7.3947 -8.8811 15.0956
C7 -6.7273 -9.8498 15.8116
C8 -6.0654 -10.7080 14.9506
C9 -6.4200 -10.2213 13.6065
N4 -7.3211 -9.2157 13.7581
C10 -5.9250 -10.8457 12.3518
C11 -4.6260 -11.6807 12.6591
C12 -5.6128 -9.8698 11.2347
N5 -9.8315 -8.6657 15.6005
C13 -11.1365 -8.1020 15.5742
C14 -12.0485 -9.1049 15.6929
C15 -11.2332 -10.2770 15.9735
N6 -9.9266 -9.9713 15.8657
C16 -11.8322 -11.6697 16.0313
C17 -10.8058 -12.5884 16.7021
C18 -12.2970 -12.1216 14.6569
H1 -8.2801 -3.3035 10.2407
H2 -7.0492 -4.4074 10.6448
H3 -7.4658 -3.1239 11.8254
H4 -9.0227 -5.7853 11.2955
H5 -10.2593 -3.3108 12.6178
H6 -10.9062 -4.8556 12.7088
H7 -10.9416 -4.0383 11.1376
H8 -8.0229 -3.3185 14.2665
H9 -8.2889 -4.9469 16.6084
H10 -8.2094 -7.6252 16.8485
H11 -6.7357 -9.8206 16.8761
H12 -5.4858 -11.5407 15.2919
H13 -6.7854 -11.5074 11.9289
H14 -3.8962 -10.9773 12.9855
H15 -4.2972 -12.1986 11.7639
H16 -4.7865 -12.4611 13.4124
H17 -4.6781 -9.3098 11.3677
H18 -6.5294 -9.1989 10.9816
H19 -5.5133 -10.3944 10.2478
H20 -11.2898 -7.0923 15.3005
H21 -13.0810 -9.1288 15.4801
H22 -12.6083 -11.6061 16.7652
H23 -9.7818 -12.1969 16.5922
H24 -10.8410 -13.6089 16.3460
H25 -10.9720 -12.5167 17.7441
H26 -11.3893 -12.2599 14.0362
H27 -12.9428 -11.3969 14.1047
H28 -12.6933 -13.1394 14.7323
O1 -10.4568 -9.4304 12.3646
N7 -11.0880 -9.2070 11.2112
N8 -10.6677 -8.1689 10.6043
O2 -9.6319 -7.5174 10.9790
C19 -11.2530 -7.8448 9.4200
C20 -12.4183 -8.5395 9.0268
C21 -13.1459 -8.0365 7.9997
C22 -12.6749 -6.8581 7.3340
C23 -11.5347 -6.2078 7.7234
C24 -10.7804 -6.6590 8.7833
H29 -12.6229 -9.4786 9.4579
H30 -14.0614 -8.5081 7.7242
H31 -13.2045 -6.5180 6.4461
H32 -11.1009 -5.3857 7.1368
H33 -9.8125 -6.2558 9.0862

Results
Maximum force   3.8 eV/Å
Frontier orbital gap (spin up / spin down)   6.49 / 6.49 eV
Spin multiplicity   1
Energy relative to the best compared isomer or geometry (same formula, charge and spin)   0.395 eV
Charge   -1

Results of the Löwdin charge analysis, in e, for atoms 1 through 4: Cu 0.31; C -0.08; C -0.34; C -0.07

=====

3.
DFT (wB97M-V/def2-TZVPD) results for a molecular structure, C24H33GeMoNO4S4SbSeSi2.

CARTESIAN COORDINATES (ANGSTROEM)
Mo1 -0.2892 -0.4276 0.3440
S1 2.9033 0.0027 4.3200
Sb1 1.3797 0.9003 2.9901
S2 -0.8185 0.2258 2.6560
S3 1.6981 1.2136 0.5586
S4 1.4380 3.3472 3.2471
C1 -1.6375 1.2421 -4.4907
Si1 -1.0170 1.2945 -2.7006
C2 0.5784 2.2728 -2.7976
C3 -2.4003 2.2650 -1.8740
C4 -0.8144 -0.3787 -1.8734
C5 -2.1935 -0.7901 -1.5301
C6 -3.2503 -1.2571 -2.3159
C7 -4.4585 -1.5303 -1.7049
C8 -4.6081 -1.3521 -0.3310
C9 -3.5200 -0.9156 0.3959
N1 -2.3686 -0.6368 -0.2074
Si2 0.2358 -1.6502 -2.7918
C10 0.0760 -1.5782 -4.6770
C11 -0.2523 -3.4001 -2.3352
C12 2.0496 -1.3467 -2.4346
H1 -2.0145 2.2413 -4.7324
H2 -2.4718 0.5473 -4.6163
H3 -0.8739 0.9876 -5.2234
H4 0.3650 3.2728 -3.1873
H5 1.2852 1.7895 -3.4781
H6 1.0649 2.3661 -1.8298
H7 -2.2993 3.3289 -2.1013
H8 -2.4271 2.1540 -0.7928
H9 -3.3619 1.9325 -2.2771
H10 -3.1060 -1.4054 -3.3780
H11 -5.2920 -1.8934 -2.2941
H12 -5.5427 -1.5696 0.1657
H13 -3.5427 -0.7961 1.4719
H14 -0.9590 -1.6002 -5.0242
H15 0.5808 -2.4601 -5.0825
H16 0.5587 -0.6988 -5.1052
H17 -1.3380 -3.5194 -2.2908
H18 0.1551 -3.7181 -1.3762
H19 0.1270 -4.0792 -3.1045
H20 2.3396 -0.3278 -2.7066
H21 2.6612 -2.0384 -3.0211
H22 2.2852 -1.4979 -1.3806
Ge1 1.3832 3.4355 1.0397
C13 -0.3043 4.2193 0.4778
C14 -0.3586 5.2325 -0.4761
C15 -1.5527 5.8952 -0.7307
C16 -2.6978 5.5540 -0.0262
C17 -2.6516 4.5446 0.9259
C18 -1.4610 3.8806 1.1793
C19 2.9340 4.3766 0.3340
C20 3.1356 4.5207 -1.0394
C21 4.2553 5.1835 -1.5211
C22 5.1884 5.7063 -0.6363
C23 5.0022 5.5590 0.7298
C24 3.8821 4.8947 1.2122
H23 -0.8732 1.1544 0.1283
H24 0.5358 5.5273 -1.0115
H25 -1.5840 6.6840 -1.4723
H26 -3.6284 6.0724 -0.2216
H27 -3.5452 4.2723 1.4734
H28 -1.4289 3.0962 1.9281
H29 2.4288 4.1012 -1.7443
H30 4.4018 5.2841 -2.5893
H31 6.0646 6.2194 -1.0127
H32 5.7329 5.9544 1.4242
H33 3.7484 4.7693 2.2803
O1 1.3021 -4.1750 0.5703
Se1 0.6447 -2.9644 1.3858
O2 0.6307 -3.0755 2.9785
O3 1.3712 -1.4625 0.9094
O4 -0.8387 -2.4914 0.7452

Results
Maximum force   0.6 eV/Å
Frontier orbital gap (spin up / spin down)   6.70 / 6.61 eV
Spin multiplicity   1
Energy relative to the best compared isomer or geometry (same formula, charge and spin)   0.000 eV
Charge   -1

Results of the Löwdin charge analysis, in e, for atoms 1 through 4: Mo 0.99; S -0.11; Sb 0.17; S 0.04

=====

4.
DFT (wB97M-V/def2-TZVPD) results for a molecular structure, C24H33MnN6O4S.

CARTESIAN COORDINATES (ANGSTROEM)
Mn1 0.6842 0.2122 -1.0664
C1 3.8013 -2.9552 -2.1411
C2 2.9160 -1.8987 -1.5561
N1 2.1729 -1.0820 -2.1804
C3 2.0350 -0.9646 -3.6105
C4 2.2734 0.5079 -3.9981
N2 1.9509 1.4487 -2.9113
C5 1.2025 2.6304 -3.3500
C6 -0.2887 2.3447 -3.3443
N3 -0.6933 1.9649 -1.9979
C7 -0.7798 3.0660 -1.0263
C8 0.2723 2.9462 0.0880
N4 0.3655 1.5731 0.5158
C9 0.5009 1.3161 1.8775
C10 1.5184 2.1316 2.6584
C11 1.7552 -0.8181 1.7130
C12 2.5845 -1.4481 2.6449
C13 3.5800 -2.2704 2.1612
C14 3.7327 -2.4545 0.7873
C15 2.8720 -1.7794 -0.0596
N5 1.9083 -0.9691 0.4115
H1 3.5700 -3.1480 -3.1846
H2 3.6869 -3.8882 -1.5918
H3 4.8489 -2.6578 -2.0679
H4 1.0075 -1.2568 -3.8486
H5 2.7120 -1.6103 -4.1741
H6 1.6521 0.7434 -4.8634
H7 3.3123 0.6338 -4.3152
H8 2.8109 1.7484 -2.4714
H9 1.5221 2.9789 -4.3391
H10 1.4114 3.4403 -2.6478
H11 -0.5162 1.5123 -4.0153
H12 -0.8279 3.2233 -3.7179
H13 -1.5461 1.4210 -2.0144
H14 -1.7863 3.0819 -0.6028
H15 -0.6507 4.0260 -1.5362
H16 -0.0047 3.6460 0.8882
H17 1.2308 3.3258 -0.3034
H18 1.2729 3.1932 2.6415
H19 2.4869 2.0041 2.1718
H20 1.5902 1.8098 3.6942
H21 2.4230 -1.2929 3.7004
H22 4.2444 -2.7768 2.8480
H23 4.5026 -3.1057 0.4048
N6 -3.1765 0.9411 2.8547
C16 -2.1515 1.1358 1.8344
C17 -0.8765 1.3556 2.5841
O1 -1.0329 1.6158 3.8096
O2 0.6994 -0.1115 2.1786
H24 -3.2877 -0.0537 3.0408
H25 -4.0872 1.2814 2.5746
H26 -2.0558 1.4214 3.9088
H27 -2.3096 2.0960 1.3242
H28 -2.0323 0.3889 1.0507
O3 -4.8423 -2.9416 3.8996
C18 -5.1534 -2.2265 2.7971
O4 -6.2284 -1.7012 2.7124
C19 -4.1053 -2.0903 1.7408
C20 -2.7927 -2.5620 1.8497
C21 -1.8797 -2.3493 0.8337
C22 -2.2401 -1.6773 -0.3413
S1 -1.0765 -1.4434 -1.6273
C23 -3.5596 -1.2255 -0.4472
C24 -4.4690 -1.4196 0.5730
H29 -3.9886 -3.3741 3.7981
H30 -2.4452 -3.1050 2.7212
H31 -0.8692 -2.7220 0.9327
H32 -3.8695 -0.7210 -1.3537
H33 -5.4871 -1.0655 0.4801

Results
Maximum force   0.8 eV/Å
Frontier orbital gap (spin up / spin down)   6.40 / 6.87 eV
Spin multiplicity   6
Energy relative to the best compared isomer or geometry (same formula, charge and spin)   2.366 eV
Charge   +1
⟨S²⟩   8.756

Results of the Löwdin charge analysis, in e, for atoms 1 through 4: Mn 0.68; C 0.00; C -0.24; N -0.01